C30H49AlF4N2O | ωB97M-V/def2-TZVPD

The value obtained for the molecular weight is 556.71 g/mol. The value obtained for the calculated total energy is -54405.788 eV. Its largest force on an atom is 0.032 Eh/bohr. The HOMO energy is -9.1 eV.

The geometry in XYZ format:
```
87
Properties=species:S:1:pos:R:3:forces:R:3:mulliken_charge:R:1
C 1.511 -3.813 2.280 0.3 0.0 -0.1 -1.59
C 2.540 -2.718 1.948 -0.2 -0.1 -0.1 1.63
C 4.001 -3.137 2.136 -0.2 0.0 0.4 -1.07
C 4.914 -2.078 2.759 0.3 -0.2 -0.3 -0.86
C 5.650 -1.106 1.815 -0.5 0.2 -0.1 -1.11
C 5.030 -0.871 0.437 0.2 0.4 0.2 -0.57
C 3.848 0.100 0.474 0.0 -0.3 -0.6 -1.07
C 2.917 -0.037 -0.731 0.2 0.2 0.3 2.51
C 3.501 0.513 -2.020 -0.3 0.1 0.1 -1.04
C 2.685 0.237 -3.278 0.4 -0.1 -0.1 -0.67
C 2.716 -1.209 -3.788 -0.2 0.2 0.3 -1.02
C 1.683 -2.189 -3.238 -0.2 0.0 -0.2 -0.73
C 0.222 -1.716 -3.305 0.3 0.2 0.6 -0.88
C -0.275 -1.282 -1.933 -0.4 0.1 -0.2 0.95
C -1.785 -0.925 -1.903 0.3 0.1 0.0 -1.34
C -2.464 -1.620 -0.785 -0.2 -0.1 -0.4 1.01
C -3.491 -2.538 -1.076 0.0 0.0 0.2 -0.96
N -4.113 -3.272 -0.189 -0.1 -0.2 0.2 -0.87
N -3.724 -3.106 1.059 0.1 0.2 -0.3 0.44
C -2.796 -2.249 1.456 0.0 0.1 0.0 -0.88
C -2.129 -1.451 0.544 0.0 -0.2 0.4 1.01
C -1.084 -0.502 1.070 -0.1 0.1 0.1 -1.09
O -0.947 0.663 0.314 0.1 0.2 0.1 0.57
C -1.821 1.690 0.697 -0.5 1.0 0.3 0.16
C -3.206 1.506 0.526 0.4 1.3 0.6 -0.15
C -4.127 2.529 0.864 1.3 0.1 0.2 0.43
C -5.596 2.306 0.653 0.4 0.4 -0.2 -1.60
C -3.590 3.745 1.375 0.9 -1.3 -0.4 -1.16
C -2.195 3.912 1.546 -0.6 -1.3 -0.7 -0.67
C -1.262 2.888 1.211 -1.3 -0.2 0.1 -0.07
C 0.246 3.032 1.315 -0.3 0.4 -0.2 1.52
C 0.711 4.006 2.391 0.1 -0.1 -0.1 -1.55
C 0.783 3.480 -0.053 -0.3 -0.1 0.1 -1.66
H 2.005 -4.723 2.602 0.1 -0.2 0.1 0.50
H 0.854 -3.517 3.092 -0.2 0.1 0.1 0.24
H 0.915 -4.082 1.413 -0.2 0.0 -0.1 0.31
H 2.351 -1.854 2.577 -0.1 0.2 0.1 0.35
H 2.375 -2.409 0.920 0.0 0.3 -0.1 -1.19
H 4.412 -3.507 1.203 0.1 -0.1 -0.2 0.43
H 3.996 -3.981 2.820 0.1 -0.2 0.1 0.52
H 5.676 -2.621 3.311 0.2 0.0 0.2 0.42
H 4.353 -1.532 3.511 -0.2 0.2 0.1 0.45
H 6.690 -1.393 1.709 0.1 -0.2 -0.1 0.43
H 5.663 -0.129 2.294 0.2 0.2 0.2 0.27
H 5.803 -0.419 -0.180 0.1 0.0 -0.2 0.47
H 4.756 -1.799 -0.058 -0.1 -0.2 0.0 0.34
H 3.263 -0.049 1.376 0.0 0.1 0.3 0.24
H 4.253 1.109 0.464 0.0 0.3 0.3 0.66
H 2.008 0.526 -0.518 -0.3 0.0 0.0 -0.98
H 2.646 -1.085 -0.823 -0.1 -0.2 -0.1 -0.90
H 4.526 0.181 -2.167 0.2 -0.2 0.0 0.39
H 3.552 1.595 -1.891 0.1 0.2 0.0 0.38
H 1.670 0.608 -3.153 -0.3 0.0 0.1 0.31
H 3.114 0.847 -4.068 0.0 0.2 -0.1 0.41
H 2.605 -1.188 -4.869 0.0 0.0 -0.2 0.40
H 3.703 -1.613 -3.572 0.2 -0.1 -0.1 0.35
H 1.932 -2.463 -2.218 0.0 -0.1 0.3 0.18
H 1.768 -3.104 -3.817 0.1 -0.2 -0.1 0.49
H 0.152 -0.844 -3.949 -0.2 0.0 -0.4 0.47
H -0.415 -2.512 -3.676 -0.2 -0.1 -0.3 0.44
H -0.081 -2.079 -1.219 0.2 -0.1 0.2 0.29
H 0.280 -0.405 -1.631 0.2 0.1 0.3 -0.90
H -1.902 0.142 -1.744 0.0 0.2 -0.1 0.31
H -2.262 -1.175 -2.844 -0.1 -0.1 -0.2 0.88
H -3.802 -2.677 -2.095 -0.2 -0.1 -0.2 0.60
H -4.200 -3.685 1.735 -0.2 -0.1 0.0 0.28
H -2.605 -2.192 2.513 0.0 -0.1 0.2 0.62
H -0.133 -1.023 1.096 0.4 -0.1 -0.1 0.04
H -1.334 -0.247 2.100 -0.1 0.0 0.2 0.79
H -3.575 0.576 0.129 -0.2 -0.1 -0.1 0.28
H -6.025 3.148 0.119 -0.3 0.2 0.0 0.32
H -5.763 1.442 0.024 -0.2 -0.3 0.0 0.39
H -6.108 2.208 1.603 -0.2 -0.1 0.1 0.34
H -4.256 4.550 1.639 -0.1 0.1 0.0 0.47
H -1.854 4.862 1.920 0.2 0.1 0.1 0.26
H 0.655 2.056 1.550 0.1 -0.3 0.0 -0.28
H 0.114 4.908 2.416 -0.1 0.2 0.0 0.30
H 0.701 3.561 3.380 -0.1 -0.1 0.2 0.39
H 1.727 4.318 2.172 0.3 0.0 0.1 0.43
H 0.659 4.555 -0.138 0.1 0.2 -0.1 0.45
H 0.197 3.047 -0.857 0.1 -0.2 -0.2 0.40
H 1.829 3.221 -0.177 0.2 0.0 0.0 0.37
F -9.080 3.489 -3.387 0.0 0.0 -0.2 -0.40
Al -9.067 3.219 -1.728 0.1 0.0 0.0 0.60
F -10.630 3.196 -1.115 -0.2 0.0 0.1 -0.39
F -8.156 4.416 -0.956 0.2 0.1 0.1 -0.40
F -8.307 1.735 -1.407 0.1 -0.1 0.1 -0.40
```
Forces are in eV/Å.